Entry 1:
Computed, not measured: C35H52N4O3SSiV as an isolated structure, with the ωB97M-V functional and the def2-TZVPD basis.

Cartesian coordinates (Å):
V1 -0.091 0.412 0.091
C1 -2.288 -3.231 1.957
C2 -0.944 -2.537 1.925
C3 -0.747 -1.442 2.788
C4 -1.928 -0.912 3.569
C5 0.550 -0.953 3.008
C6 0.844 0.051 4.101
C7 1.644 -1.532 2.339
C8 3.033 -1.092 2.750
C9 1.434 -2.568 1.420
C10 2.615 -3.262 0.772
C11 0.132 -3.052 1.187
C12 -0.081 -4.189 0.209
H1 -3.082 -2.637 1.507
H2 -2.572 -3.417 2.995
H3 -2.266 -4.192 1.452
H4 -2.054 -1.459 4.508
H5 -2.854 -1.020 3.006
H6 -1.822 0.139 3.816
H7 1.274 0.976 3.708
H8 1.578 -0.358 4.798
H9 -0.036 0.307 4.684
H10 3.284 -1.504 3.732
H11 3.104 -0.008 2.831
H12 3.804 -1.409 2.055
H13 2.924 -2.808 -0.179
H14 2.396 -4.305 0.565
H15 3.489 -3.250 1.417
H16 0.079 -5.162 0.683
H17 0.612 -4.127 -0.631
H18 -1.084 -4.178 -0.207
N1 0.738 -0.857 -1.326
C13 1.099 -0.160 -2.600
C14 -0.143 0.406 -3.277
C15 -0.900 1.450 -2.483
O1 -1.234 2.488 -2.975
O2 -1.209 1.111 -1.207
H19 1.512 -1.424 -0.995
H20 -0.030 -1.509 -1.523
H21 1.593 -0.863 -3.265
H22 1.809 0.630 -2.365
H23 -0.841 -0.411 -3.498
H24 0.138 0.873 -4.217
C16 -5.637 -1.633 -6.538
C17 -5.155 -2.129 -5.181
C18 -4.096 -1.203 -4.612
N2 -3.584 -1.691 -3.320
C19 -3.365 -1.034 -2.191
S1 -2.449 -1.688 -0.925
N3 -3.855 0.248 -2.045
C20 -5.136 0.789 -2.297
O3 -5.273 1.984 -2.284
C21 -6.279 -0.156 -2.437
C22 -6.352 -1.325 -1.690
C23 -7.470 -2.141 -1.800
C24 -8.503 -1.790 -2.661
C25 -8.432 -0.611 -3.398
C26 -7.324 0.213 -3.275
H25 -6.395 -2.301 -6.950
H26 -4.818 -1.575 -7.259
H27 -6.082 -0.638 -6.454
H28 -4.736 -3.137 -5.277
H29 -5.988 -2.193 -4.479
H30 -4.494 -0.204 -4.491
H31 -3.250 -1.127 -5.300
H32 -3.288 -2.657 -3.290
H33 -3.257 0.866 -1.507
H34 -5.553 -1.590 -1.003
H35 -7.537 -3.046 -1.211
H36 -9.372 -2.430 -2.752
H37 -9.245 -0.328 -4.054
H38 -7.261 1.148 -3.819
C27 1.088 4.294 2.048
Si1 0.050 3.187 1.003
C28 -1.124 2.156 2.057
C29 -0.884 4.163 -0.229
N4 1.024 1.838 0.342
C30 2.423 1.905 0.045
C31 3.220 0.764 0.095
C32 4.573 0.818 -0.208
C33 5.162 2.023 -0.568
C34 4.376 3.164 -0.630
C35 3.022 3.103 -0.335
H39 0.499 4.638 2.905
H40 1.392 5.177 1.481
H41 1.989 3.803 2.426
H42 -2.095 2.639 2.189
H43 -0.679 1.963 3.031
H44 -1.359 1.169 1.628
H45 -1.170 5.114 0.235
H46 -1.782 3.648 -0.564
H47 -0.292 4.384 -1.121
H48 2.783 -0.170 0.419
H49 5.173 -0.083 -0.151
H50 6.219 2.074 -0.792
H51 4.814 4.113 -0.915
H52 2.418 4.001 -0.418

Output
Kohn-Sham gap (alpha / beta): 7.72 / 8.65 eV
total charge: +1
<S²>: 2.035
lowest unoccupied orbital energy (alpha / beta): -3.2137 / -2.3165 eV
E_tot: -93641.919 eV
energy above the lowest of the compared OMol25 structures with the same formula, charge and spin: 27.9 kcal/mol
F_max: 1.106 eV Å⁻¹
2S+1: 3
molar mass: 687.92 g/mol

---

Entry 2:
Computed, not measured: C35H53BN5O2Re as an isolated structure, with the ωB97M-V functional and the def2-TZVPD basis.

Cartesian coordinates (Å):
Re1 0.058 -0.283 -0.353
C1 0.259 -2.003 2.469
O1 0.832 -0.980 1.608
C2 2.217 -0.706 1.928
C3 2.624 0.582 1.249
O2 1.967 0.619 -0.048
C4 2.822 1.106 -1.129
H1 0.196 -1.611 3.482
H2 0.888 -2.892 2.441
H3 -0.736 -2.216 2.095
H4 2.821 -1.551 1.592
H5 2.323 -0.612 3.010
H6 3.703 0.597 1.100
H7 2.323 1.468 1.796
H8 3.281 2.041 -0.820
H9 2.185 1.262 -1.992
H10 3.586 0.360 -1.339
C5 -4.754 1.988 -2.194
C6 -3.406 1.824 -2.900
C7 -2.932 0.379 -2.753
C8 -2.307 2.808 -2.521
C9 -1.845 3.643 -3.537
C10 -0.817 4.547 -3.315
C11 -0.248 4.636 -2.059
C12 -0.678 3.829 -1.008
C13 -0.138 4.074 0.388
C14 1.369 4.327 0.414
C15 -0.867 5.264 1.024
C16 -1.685 2.887 -1.266
N1 -2.144 2.075 -0.154
B1 -1.510 0.867 0.507
N2 -2.272 0.868 1.831
C17 -3.167 1.856 1.821
C18 -3.085 2.597 0.641
C19 -2.224 0.057 3.051
C20 -1.432 0.494 4.130
C21 -1.367 -0.330 5.253
C22 -2.089 -1.505 5.340
C23 -2.970 -1.827 4.326
C24 -3.092 -1.041 3.181
C25 -4.245 -1.405 2.250
C26 -3.807 -1.822 0.858
C27 -5.369 -0.364 2.192
C28 -0.705 1.830 4.254
C29 -1.582 3.075 4.096
C30 0.542 1.911 3.386
H11 -5.512 1.370 -2.676
H12 -5.087 3.023 -2.255
H13 -4.706 1.696 -1.144
H14 -3.584 1.990 -3.965
H15 -3.041 0.012 -1.735
H16 -1.229 -0.506 -3.671
H17 -3.440 -0.292 -3.443
H18 -2.318 3.602 -4.511
H19 -0.482 5.194 -4.114
H20 0.527 5.370 -1.882
H21 -0.332 3.184 0.989
H22 1.623 5.311 0.019
H23 1.916 3.587 -0.171
H24 1.733 4.302 1.443
H25 -0.693 6.167 0.436
H26 -0.493 5.445 2.032
H27 -1.946 5.117 1.084
H28 -3.831 2.041 2.651
H29 -3.639 3.489 0.391
H30 -0.760 -0.015 6.094
H31 -2.019 -2.127 6.223
H32 -3.618 -2.688 4.437
H33 -4.687 -2.291 2.707
H34 -3.352 -0.983 0.322
H35 -4.661 -2.175 0.276
H36 -3.079 -2.631 0.913
H37 -5.157 0.439 1.482
H38 -5.572 0.073 3.170
H39 -6.287 -0.843 1.851
H40 -0.358 1.850 5.289
H41 -1.739 3.347 3.051
H42 -1.086 3.926 4.566
H43 -2.549 2.954 4.586
H44 0.300 1.713 2.339
H45 1.278 1.178 3.721
H46 1.001 2.900 3.454
N3 -1.425 0.291 -3.057
C31 -0.639 0.164 -1.870
H47 -1.154 1.154 -3.558
C32 1.741 -3.266 -0.391
C33 0.293 -3.294 -0.737
N4 -0.589 -2.291 -0.679
C34 -1.768 -2.771 -1.235
C35 -1.603 -4.067 -1.582
N5 -0.305 -4.374 -1.255
H48 2.145 -2.254 -0.457
H49 2.304 -3.878 -1.095
H50 1.929 -3.653 0.611
H51 -2.647 -2.165 -1.314
H52 -2.278 -4.783 -2.017
H53 0.140 -5.269 -1.400

Output
Kohn-Sham gap (alpha / beta): 7.39 / 6.38 eV
total charge: +3
<S²>: 0.762
lowest unoccupied orbital energy (alpha / beta): -8.5205 / -9.8221 eV
E_tot: -51481.981 eV
energy above the lowest of the compared OMol25 structures with the same formula, charge and spin: 0.0 kcal/mol
F_max: 0.115 eV Å⁻¹
2S+1: 2
molar mass: 772.86 g/mol

---

Entry 3:
Computed, not measured: C35H55CdN5O7S2SbSi3 as an isolated structure, with the ωB97M-V functional and the def2-TZVPD basis.

Cartesian coordinates (Å):
Cd1 0.060 -0.235 -0.454
C1 -0.052 -2.507 -5.316
C2 0.282 -1.080 -5.103
N1 0.873 -0.312 -5.962
N2 0.950 0.898 -5.328
C3 0.415 0.911 -4.097
S1 0.244 2.204 -3.062
N3 -0.003 -0.382 -3.948
N4 -0.564 -0.880 -2.777
H1 0.189 -2.764 -6.344
H2 -1.114 -2.682 -5.135
H3 0.502 -3.141 -4.625
H4 1.361 1.695 -5.778
H5 -1.576 -0.796 -2.779
H6 -0.289 -1.869 -2.663
O1 -3.729 -2.168 0.542
C4 -2.595 -1.702 0.430
O2 -2.115 -1.066 -0.556
C5 -1.674 -1.850 1.648
C6 -2.032 -2.682 2.702
C7 -1.171 -2.797 3.778
C8 0.016 -2.074 3.776
C9 0.292 -1.258 2.691
N5 -0.543 -1.153 1.659
H7 -2.970 -3.214 2.639
H8 -1.416 -3.444 4.611
H9 0.720 -2.142 4.595
H10 1.200 -0.671 2.620
C10 8.396 0.953 0.203
C11 6.897 0.832 0.115
C12 6.248 -0.322 0.530
C13 4.866 -0.461 0.430
C14 4.180 -1.730 0.857
C15 4.128 0.597 -0.098
C16 4.753 1.766 -0.527
C17 3.935 2.898 -1.084
C18 6.134 1.869 -0.410
C19 2.637 0.444 -0.230
O3 2.175 0.088 -1.341
O4 1.910 0.636 0.784
H11 8.813 0.191 0.862
H12 8.693 1.932 0.583
H13 8.857 0.830 -0.780
H14 6.829 -1.144 0.936
H15 4.902 -2.454 1.233
H16 3.638 -2.186 0.025
H17 3.447 -1.528 1.640
H18 3.310 3.335 -0.303
H19 3.263 2.549 -1.871
H20 4.574 3.684 -1.487
H21 6.624 2.780 -0.739
C20 0.724 4.822 -0.338
Si1 -1.141 4.678 -0.374
C21 -1.858 5.951 0.811
C22 -1.754 5.092 -2.099
Sb1 -1.694 2.261 0.263
Si2 -2.041 2.490 2.784
C23 -3.308 3.786 3.297
C24 -0.361 2.929 3.498
C25 -2.644 0.861 3.502
Si3 -4.136 2.123 -0.464
C26 -5.007 3.790 -0.352
C27 -5.092 0.940 0.622
C28 -4.107 1.498 -2.228
H22 1.037 5.848 -0.554
H23 1.169 4.162 -1.084
H24 1.123 4.538 0.639
H25 -1.617 6.955 0.448
H26 -1.433 5.845 1.811
H27 -2.944 5.870 0.889
H28 -1.401 6.093 -2.366
H29 -2.843 5.094 -2.164
H30 -1.370 4.388 -2.837
H31 -3.051 4.791 2.965
H32 -3.384 3.794 4.389
H33 -4.295 3.538 2.899
H34 -0.049 3.926 3.177
H35 0.394 2.220 3.150
H36 -0.376 2.914 4.591
H37 -3.208 1.054 4.420
H38 -1.807 0.208 3.752
H39 -3.299 0.317 2.820
H40 -5.014 4.150 0.679
H41 -6.047 3.679 -0.675
H42 -4.543 4.557 -0.972
H43 -5.111 1.276 1.662
H44 -4.690 -0.074 0.586
H45 -6.128 0.899 0.270
H46 -3.448 2.100 -2.858
H47 -5.108 1.492 -2.669
H48 -3.728 0.473 -2.211
C29 -1.274 -8.463 1.481
C30 -0.640 -7.267 0.822
C31 -0.159 -7.336 -0.483
C32 0.407 -6.229 -1.095
C33 0.501 -5.032 -0.401
C34 0.033 -4.946 0.900
C35 -0.534 -6.059 1.503
S2 1.242 -3.619 -1.189
O5 2.650 -3.914 -1.309
O6 0.546 -3.497 -2.477
O7 0.925 -2.506 -0.289
H49 -1.210 -9.344 0.843
H50 -2.329 -8.279 1.694
H51 -0.785 -8.696 2.429
H52 -0.235 -8.270 -1.029
H53 0.772 -6.285 -2.113
H54 0.112 -4.004 1.427
H55 -0.907 -5.981 2.519

Output
Kohn-Sham gap: 7.92 eV
total charge: -1
lowest unoccupied orbital energy: 2.4454 eV
E_tot: -115385.708 eV
energy above the lowest of the compared OMol25 structures with the same formula, charge and spin: 0.0 kcal/mol
F_max: 0.187 eV Å⁻¹
2S+1: 1
molar mass: 1040.42 g/mol

---

Entry 4:
Computed, not measured: a 8-piece molecular cluster, C35H55N3O5 overall, with the ωB97M-V functional and the def2-TZVPD basis.

Cartesian coordinates (Å):
C1 1.876 -3.101 4.064
C2 2.052 -2.487 2.850
C3 3.244 -2.680 2.162
N1 4.266 -3.400 2.597
C4 4.123 -3.899 3.842
C5 2.950 -3.853 4.568
H1 0.913 -3.070 4.559
H2 1.303 -1.875 2.361
H3 3.397 -2.155 1.224
H4 4.982 -4.414 4.255
H5 2.886 -4.327 5.537
C6 -0.679 2.926 4.038
C7 -1.265 3.837 3.189
C8 -0.705 4.064 1.941
N2 0.308 3.328 1.460
C9 0.856 2.436 2.290
C10 0.379 2.165 3.565
H6 -1.073 2.796 5.039
H7 -2.101 4.449 3.505
H8 -1.091 4.800 1.246
H9 1.670 1.827 1.915
H10 0.777 1.386 4.200
C11 3.376 -3.298 -2.535
C12 3.457 -3.635 -1.197
C13 4.635 -4.197 -0.727
N3 5.764 -4.343 -1.437
C14 5.649 -3.900 -2.707
C15 4.490 -3.458 -3.335
H11 2.454 -2.862 -2.909
H12 2.572 -3.502 -0.590
H13 4.600 -4.497 0.315
H14 6.546 -3.980 -3.313
H15 4.478 -3.216 -4.389
C16 -2.758 -0.943 5.535
C17 -2.920 -2.309 4.875
C18 -2.378 -2.000 3.495
O1 -2.951 -0.726 3.184
C19 -3.150 0.025 4.393
H16 -1.691 -0.826 5.748
H17 -3.317 -0.836 6.462
H18 -3.973 -2.591 4.863
H19 -2.341 -3.063 5.412
H20 -2.688 -2.750 2.770
H21 -1.291 -1.874 3.525
H22 -4.194 0.308 4.525
H23 -2.472 0.875 4.393
C20 -4.177 3.561 0.925
C21 -3.621 2.165 1.162
C22 -4.725 1.287 0.589
O2 -5.930 1.981 0.851
C23 -5.672 3.349 1.225
H24 -4.019 3.893 -0.101
H25 -3.789 4.296 1.633
H26 -3.519 2.049 2.245
H27 -2.640 1.966 0.726
H28 -4.752 0.315 1.088
H29 -4.542 1.086 -0.474
H30 -5.891 3.468 2.284
H31 -6.243 3.963 0.532
C24 -0.242 2.721 -3.697
C25 -1.175 2.258 -2.591
C26 -1.285 3.506 -1.718
O3 -1.515 4.475 -2.768
C27 -0.698 4.177 -3.888
H32 -0.351 2.163 -4.631
H33 0.784 2.512 -3.388
H34 -0.765 1.361 -2.111
H35 -2.144 1.946 -2.983
H36 -0.377 3.728 -1.149
H37 -2.134 3.607 -1.049
H38 0.141 4.877 -3.952
H39 -1.311 4.305 -4.780
C28 1.238 -0.276 -5.714
C29 2.501 0.339 -5.119
C30 3.640 -0.321 -5.881
O4 3.127 -1.649 -6.140
C31 1.713 -1.696 -5.983
H40 0.979 0.186 -6.670
H41 0.379 -0.201 -5.051
H42 2.603 0.005 -4.083
H43 2.433 1.427 -5.177
H44 4.533 -0.422 -5.266
H45 3.893 0.113 -6.851
H46 1.483 -2.392 -5.168
H47 1.275 -2.111 -6.894
C32 0.060 -1.476 -1.312
C33 -1.068 -1.032 -0.380
C34 -0.412 0.023 0.520
O5 0.977 -0.177 0.369
C35 1.250 -0.541 -0.979
H48 -0.137 -1.325 -2.378
H49 0.311 -2.515 -1.115
H50 -1.436 -1.848 0.246
H51 -1.973 -0.662 -0.865
H52 -0.750 0.040 1.558
H53 -0.624 1.055 0.201
H54 2.207 -1.066 -1.027
H55 1.421 0.356 -1.585

Output
Kohn-Sham gap: 9.95 eV
total charge: 0
lowest unoccupied orbital energy: 0.4868 eV
E_tot: -51891.536 eV
energy above the lowest of the compared OMol25 structures with the same formula, charge and spin: 0.0 kcal/mol
F_max: 1.825 eV Å⁻¹
2S+1: 1
molar mass: 597.84 g/mol